Entry 1:
21
Properties=species:S:1:pos:R:3:forces:R:3:lowdin_charge:R:1 method="wB97M-V/def2-TZVPD" multiplicity=1 homo_ev=-8.3 energy_ev=-29015.313
Si 0.679207 -0.994429 0.878122 -1.7474 -0.2858 -1.0949 0.647
Si -3.122326 -0.713354 -1.437412 0.9145 0.1630 -0.2925 0.490
Si -4.086814 0.410964 0.335049 0.7806 1.6756 0.2067 0.275
O -0.890567 -0.954633 0.136660 3.0990 2.0237 -1.6850 -0.362
C 3.072504 0.482509 0.552664 -1.7899 0.7608 3.7107 -0.148
C 1.648790 0.392879 0.034260 0.6199 -0.1139 0.4060 -0.522
C 1.735192 0.306333 -1.498184 -0.1386 2.4285 1.2409 -0.109
H -3.771512 -0.428630 1.442268 0.4848 -0.6122 1.1975 -0.151
H -4.245667 1.853697 0.820316 0.5280 -0.6030 -0.3843 -0.109
H -2.379702 0.479804 -1.984773 -0.0059 0.0133 -0.2623 -0.229
H -5.402225 0.027571 0.120059 -2.2934 -0.5491 -0.4224 -0.185
H 1.143865 -2.420499 0.784525 0.3039 0.5025 -0.2376 -0.024
H 3.600241 1.208899 0.024240 0.7737 1.8050 -0.4646 0.048
H 2.589072 0.894544 -1.899599 -0.5216 0.1694 0.5093 0.084
H -1.515001 -1.460956 0.551124 -2.3436 -2.1206 1.9150 -0.073
H 3.589211 -0.374473 0.322211 1.2262 -2.4480 -0.1803 0.039
H 2.041230 -0.666510 -1.727715 -0.7042 -1.7589 -1.1698 0.055
H 0.808649 0.829203 -1.774342 0.1490 -1.2523 -1.2296 0.085
H 0.302622 -0.834187 2.278948 0.4017 0.3780 0.4992 -0.033
H 1.115476 1.301664 0.323143 -0.0632 0.0706 -0.0122 0.101
H 3.087762 0.659610 1.718426 0.3266 -0.2468 -2.2498 0.121

=====

Entry 2:
13
Properties=species:S:1:pos:R:3:forces:R:3:lowdin_charge:R:1 method="wB97M-V/def2-TZVPD" smiles="C[C@H]1S[C@H]1/N=C/I" multiplicity=1 homo_ev=-9.1 energy_ev=-24669.193
I -3.983150 0.345396 -0.748699 1.0852 -0.7586 0.0079 0.650
S 0.506155 -1.806455 0.181145 0.5539 0.0295 -1.0463 0.814
N -1.044162 0.320494 -0.879448 1.3521 1.3056 0.0704 -0.045
C 1.271105 -0.160934 0.072980 -0.3494 0.7211 2.7212 -0.632
C 0.968965 0.785675 1.217918 2.7342 0.2905 -0.9719 -0.101
C -1.936554 -0.489906 -0.715484 -3.7554 -0.1383 0.6934 -0.637
C 0.228922 -0.247354 -0.890741 1.4819 -1.4998 -2.3998 -0.546
H 0.194757 0.587834 1.885943 -1.3564 -0.8129 0.8258 0.054
H 0.726893 1.676490 0.658521 0.1928 0.9748 0.5131 0.078
H 1.933449 0.840509 1.761244 -0.7610 0.6070 0.0720 0.089
H -1.825024 -1.546082 -0.439755 -0.3143 0.2646 -0.2770 0.023
H 2.330208 -0.096261 -0.181247 -0.4376 -0.2521 -0.5889 0.114
H 0.628430 -0.209403 -1.922383 -0.4259 -0.7314 0.3801 0.139

=====

Entry 3:
97
Properties=species:S:1:pos:R:3:forces:R:3:lowdin_charge:R:1 method="wB97M-V/def2-TZVPD" multiplicity=1 homo_ev=-9.1 energy_ev=-64180.505
Si -2.618686 1.668143 1.408791 -0.1184 0.1083 -0.0653 0.396
Si -2.598348 -1.105215 2.389208 0.0042 0.1169 -0.0783 0.616
F -1.345467 2.356974 0.732277 -0.0031 0.0149 0.0364 -0.183
O -2.572712 0.063225 1.183249 -0.0010 0.0438 0.2124 -0.381
O 0.280268 -2.531587 4.810355 -0.0087 0.0754 -0.0437 -0.043
O -3.975364 -1.026614 5.044058 -0.7162 0.4877 0.0160 0.050
N 1.934696 2.589809 -4.933996 -0.0312 0.0808 0.0985 0.153
N -2.447525 -1.160437 9.150024 0.1041 0.1241 0.0174 0.170
N 4.680589 -1.176805 -7.213683 -0.0545 0.1302 -0.0118 0.132
N 2.433526 0.108809 -12.085177 -0.0619 0.1251 -0.0908 0.164
N 3.449839 -0.973877 -0.150533 0.1095 -0.1810 0.0246 0.164
N -7.044439 0.938964 5.932850 0.0333 -0.0018 0.2716 0.159
C -0.901430 -1.749931 4.593116 0.0071 0.0533 0.0082 -0.480
C 2.224568 2.714531 -3.828931 0.0823 -0.0997 -0.1905 -0.224
C -0.404829 0.427474 9.514450 0.0494 0.0008 0.0061 -0.186
C 0.821218 -0.328198 10.040483 -0.0063 -0.0318 0.0110 -0.257
C -1.555519 -0.455236 9.320585 -0.1681 -0.1070 -0.0634 -0.230
C 3.554850 1.149931 -7.600545 -0.0214 0.0009 -0.0163 -0.208
C -5.626780 -0.194605 7.814027 -0.0205 0.0094 0.0128 -0.199
C 1.757704 1.017337 -12.280861 0.0498 -0.1652 0.0657 -0.236
C 4.832913 -2.882777 -1.276804 0.0127 -0.0298 -0.0065 -0.189
C 0.624247 1.482367 -1.585896 0.0497 -0.0385 -0.0651 -0.106
C 2.141529 1.583317 -1.625653 -0.0642 0.0226 -0.0230 -0.279
C -7.372082 -1.983874 8.285682 0.0043 -0.0094 -0.0156 -0.108
C -6.435270 0.463452 6.784513 0.0153 -0.0028 -0.2593 -0.225
C -0.956445 -0.602103 5.610006 -0.0079 -0.0109 0.0161 -0.055
C 4.070805 -1.817455 -0.623708 -0.1079 0.1615 0.0017 -0.218
C -5.925294 -1.693318 7.911702 -0.0290 -0.0573 0.0019 -0.262
C 2.638814 2.791626 -2.427732 -0.0304 -0.0021 0.0311 -0.187
C 3.471638 1.522559 -9.084054 0.0342 -0.0135 -0.0050 -0.271
C 4.003576 -3.612324 -2.340886 -0.0329 0.0104 0.0060 -0.258
C 2.764163 -4.281449 -1.764131 -0.0084 -0.0027 -0.0154 -0.109
C -5.575226 -0.328864 3.248770 -0.1672 -0.1771 -0.0836 -0.056
C 4.834246 1.614617 -9.755387 -0.0051 0.0077 -0.0147 -0.108
C 4.185533 -0.153234 -7.383339 0.0697 -0.1532 0.0341 -0.240
C 0.573503 -0.982990 11.391958 0.0108 -0.0112 -0.0018 -0.108
C 0.898182 2.176453 -12.523085 0.0014 0.0347 -0.0291 -0.188
C 1.394348 3.028315 -13.696876 0.0315 0.0001 0.0032 -0.261
C 2.793860 3.581261 -13.465891 0.0043 0.0037 -0.0205 -0.109
C -0.887071 -1.194529 3.166793 0.1554 -0.0758 -0.0414 -0.225
B -4.157526 -0.783273 3.689406 0.3689 0.0051 0.0947 -0.534
H 5.341338 0.648909 -9.742629 0.0062 0.0050 0.0135 0.074
H 4.730315 1.917180 -10.797569 0.0012 -0.0116 -0.0030 0.056
H 5.166421 -3.580304 -0.505264 0.0030 0.0040 -0.0103 0.120
H 2.218785 -4.816263 -2.541066 -0.0028 0.0005 0.0029 0.073
H 2.567637 0.675737 -2.053187 0.0169 0.0120 0.0203 0.087
H 0.179222 2.377393 -1.151748 -0.0029 -0.0063 -0.0055 0.060
H -4.576914 -0.038324 7.563805 -0.0218 0.0158 0.0630 0.085
H -2.850456 -2.385564 1.679875 -0.0235 -0.0221 0.0669 0.008
H 0.281045 -0.243480 12.139989 -0.0008 0.0009 -0.0025 0.078
H 2.858007 0.789907 -9.608180 -0.0089 -0.0030 0.0261 0.080
H 3.719716 -2.901381 -3.118754 0.0126 -0.0049 -0.0076 0.113
H 5.722014 -2.432226 -1.720489 0.0058 -0.0172 0.0125 0.118
H 0.875110 2.770710 -11.606369 -0.0115 -0.0120 -0.0022 0.119
H -5.801284 -0.330821 2.182207 0.0699 -0.0698 0.0147 0.058
H -7.633287 -1.523364 9.240947 0.0006 0.0005 0.0002 0.075
H 2.259832 3.724803 -2.005421 -0.0118 -0.0139 -0.0044 0.119
H 2.087050 -3.545999 -1.327034 0.0070 -0.0017 0.0126 0.070
H -0.399151 -0.213608 3.157980 -0.0458 -0.0132 -0.0341 0.086
H 3.105816 4.208280 -14.300667 0.0037 0.0004 0.0027 0.072
H -5.818396 0.301282 8.768325 0.0164 -0.0163 0.0004 0.121
H 2.831919 4.188044 -12.558735 -0.0014 -0.0036 0.0020 0.076
H 1.645015 0.383571 10.112000 -0.0115 0.0150 -0.0162 0.109
H -1.427683 0.289154 5.181216 -0.0008 -0.0257 0.0220 0.078
H -0.271058 -1.837606 2.531744 -0.0423 -0.0270 0.0576 0.086
H 1.374456 2.425985 -14.606917 -0.0049 0.0011 0.0005 0.112
H -5.677699 -2.158444 6.956014 0.0012 0.0221 -0.0029 0.103
H 1.473528 -1.481911 11.749658 -0.0033 -0.0021 0.0027 0.073
H 0.210888 1.344574 -2.587157 0.0063 0.0181 -0.0059 0.073
H -5.247091 -2.116532 8.653973 0.0237 0.0475 -0.0042 0.096
H 2.956598 2.484123 -9.149216 -0.0168 -0.0062 0.0196 0.106
H 1.114743 -1.080294 9.305741 0.0048 0.0063 -0.0034 0.112
H -1.772539 -2.397393 4.742433 0.0361 -0.0053 -0.0515 0.126
H 3.029998 -4.999743 -0.985746 0.0014 0.0018 0.0011 0.076
H -0.698329 1.215399 10.211458 0.0011 -0.0020 -0.0106 0.122
H -6.341201 -0.885099 3.798530 -0.0301 0.0659 -0.0684 0.065
H -8.059784 -1.602058 7.529173 -0.0034 0.0118 0.0095 0.071
H 4.132134 1.893975 -7.047632 -0.0271 0.0051 0.0071 0.112
H -5.674755 0.703467 3.614422 -0.0237 -0.0348 -0.0168 0.066
H -0.113744 1.810628 -12.702691 -0.0001 0.0195 0.0077 0.118
H 0.070713 -0.332663 5.865431 -0.0557 0.0364 -0.0164 0.092
H -3.814692 2.237026 0.773703 0.0306 0.0357 0.0013 -0.012
H 4.648081 -4.355249 -2.813028 0.0174 0.0130 0.0035 0.109
H 0.046308 -3.325789 5.294510 -0.0196 -0.0291 0.0740 0.088
H -2.537883 1.986058 2.856760 -0.0348 -0.0498 -0.0592 -0.001
H 0.318469 0.630548 -0.978831 -0.0142 0.0178 0.0150 0.070
H 5.474511 2.342925 -9.252184 0.0002 -0.0030 0.0030 0.075
H -0.219238 -1.729809 11.328051 -0.0084 0.0100 0.0045 0.072
H 2.564016 1.122500 -7.146765 0.0210 0.0453 0.0316 0.093
H 2.536337 1.659516 -0.612730 0.0396 0.0019 -0.0215 0.096
H 0.685652 3.845547 -13.840781 -0.0151 -0.0103 0.0111 0.107
H -1.488567 -0.876631 6.524562 0.1384 -0.0617 0.0313 0.056
H -0.187318 0.899509 8.554462 -0.0072 0.0163 0.0151 0.113
H 3.521899 2.775012 -13.363634 -0.0028 0.0006 0.0144 0.068
H -7.538927 -3.057149 8.376428 -0.0074 0.0005 0.0020 0.071
H -3.291272 -0.505683 5.470087 0.4706 -0.4560 -0.0730 0.052
H 3.729095 2.841155 -2.414202 -0.0089 0.0316 0.0186 0.117

=====

Entry 4:
11
Properties=species:S:1:pos:R:3:forces:R:3:lowdin_charge:R:1 method="wB97M-V/def2-TZVPD" multiplicity=1 total_charge=-1 homo_ev=-3.8 energy_ev=-21173.272
S -2.606987 -0.052658 0.386403 1.2042 -0.0105 -1.0536 0.666
O -3.098644 -0.299010 -0.991846 0.3917 -0.4217 0.6943 -0.577
O -2.478331 1.391224 0.607559 -0.1400 0.3548 0.5288 -0.578
O 0.428078 -1.072156 1.024549 -1.6169 -0.6428 0.1754 -0.028
C 1.617898 0.148242 -0.385802 2.4355 -0.0658 0.4672 -0.122
C -0.400951 -0.367106 0.218572 -3.9572 -0.8038 0.4612 -0.298
C 1.650798 -0.780275 0.643908 0.9551 2.1282 -2.0319 -0.210
C 0.258200 0.332444 -0.702400 -0.9466 2.9621 -0.7234 -0.161
H 2.510806 0.729217 -0.741452 -1.0023 -0.9555 0.1415 0.095
H 2.421830 -1.233895 1.169569 1.3308 -0.6186 0.7769 0.078
H -0.302702 1.203971 -1.229058 1.3456 -1.9264 0.5637 0.135

=====

Entry 5:
10
Properties=species:S:1:pos:R:3:forces:R:3:lowdin_charge:R:1 method="wB97M-V/def2-TZVPD" multiplicity=1 homo_ev=-9.8 energy_ev=-12946.922
P 1.330382 0.347411 0.199770 -0.4894 0.2035 0.2210 0.689
N -1.222902 -1.873611 -1.704600 -0.6005 0.4791 -0.1961 0.061
C 0.009198 1.066204 -0.506358 0.5116 -0.2064 0.2612 -0.480
C -0.447259 -2.665105 -1.445474 0.3433 -0.2841 0.0507 -0.098
H -0.047713 1.358476 -1.540172 -0.0242 0.0403 -0.2034 -0.018
H 0.297480 -3.380422 -1.215058 0.2053 -0.2555 0.1030 0.044
H 2.159684 0.309558 -0.933420 0.1949 0.0102 -0.3225 -0.171
H -0.430453 1.621785 3.223462 -0.5133 0.5008 0.9186 -0.007
H -0.869211 1.260516 0.088666 -0.1479 0.0164 0.0934 -0.032
H -0.779207 1.955188 3.833184 0.5201 -0.5042 -0.9258 0.012

=====

Entry 6:
61
Properties=species:S:1:pos:R:3:forces:R:3:lowdin_charge:R:1 method="wB97M-V/def2-TZVPD" smiles="C[C@]1(C(=O)NC2CCCCCCC2)CCC(=O)N1CCN1CCOCC1" multiplicity=1 homo_ev=-8.9 energy_ev=-31922.079
O 2.035886 2.149248 -0.761536 0.2034 0.2452 -0.3407 0.084
O -1.736210 -4.429363 -1.533057 -0.0283 -0.1744 -0.0112 -0.128
O 2.671018 -1.881441 3.348964 0.0370 -0.3979 0.0980 0.081
N 2.461979 -0.565792 1.498278 -0.2225 0.2459 -0.2155 -0.018
N 0.519051 1.132710 0.564401 -0.3513 -0.0935 0.0927 0.117
N -0.067688 -2.744077 0.037847 -0.0358 -0.0844 0.0257 -0.179
C -0.496771 -3.968899 -2.014781 0.4094 0.0077 -0.0157 -0.193
C 1.771136 1.410106 0.163163 0.0787 -0.3364 0.4565 -0.438
C 3.033175 1.538396 2.345935 0.0111 0.0003 0.0896 -0.085
C -2.453067 3.886762 -1.004740 -0.3031 -0.0515 -0.0354 -0.197
C 4.170314 0.683906 0.235846 -0.2852 0.1493 0.0380 0.003
C -1.311297 0.406244 -0.841132 -0.0461 0.3019 -0.1413 -0.142
C 2.052631 -1.608012 0.580247 0.0038 -0.3690 0.1639 -0.111
C -1.331070 -3.252357 0.549771 -0.1713 -0.0344 -0.2889 -0.173
C -1.548636 2.345493 0.861005 -0.0315 0.0807 -0.2415 -0.141
C 0.493947 -3.727574 -0.875578 -0.2652 0.0124 -0.2457 -0.163
C -2.449197 0.722896 -1.816172 0.1279 -0.0525 -0.0058 -0.189
C -2.280372 -3.506211 -0.621143 -0.0647 0.1275 0.3923 -0.192
C -0.662970 1.602099 -0.139884 -0.1108 0.0030 0.0551 -0.311
C -2.749888 3.092796 0.274345 0.1140 0.0381 0.0903 -0.191
C -2.922220 3.213426 -2.297226 0.3253 0.0887 -0.0507 -0.210
C -2.202821 1.932354 -2.727836 -0.3127 -0.0050 0.0021 -0.194
C 3.353729 0.465854 3.383359 0.0113 0.0148 -0.0050 -0.059
C 2.863637 0.752234 1.028136 0.4177 0.2261 -0.3218 -0.383
C 0.844506 -2.393903 1.112850 0.0156 -0.0009 -0.1141 -0.174
C 2.800132 -0.818300 2.786015 0.0463 0.3819 0.3590 -0.455
H 4.979083 0.326801 0.868268 0.0788 -0.0622 0.1085 0.092
H 0.380718 0.462793 1.305514 0.1273 -0.0017 -0.0281 0.139
H 0.695694 -4.682764 -0.359729 0.0493 0.0259 -0.0117 0.134
H -0.639094 -3.028772 -2.569593 0.0417 -0.0673 0.0074 0.125
H 2.099161 2.043124 2.599426 0.0273 -0.0095 -0.0135 0.120
H 2.913741 0.657908 4.360222 0.0262 -0.0815 -0.0035 0.122
H -1.388479 4.113506 -1.067754 0.0937 0.1074 -0.0176 0.112
H -3.219051 -3.937855 -0.269616 0.0297 0.0944 -0.0014 0.127
H -3.383212 0.864810 -1.273540 -0.0887 -0.0500 -0.0266 0.099
H 0.292601 -1.762040 1.814246 0.0451 -0.0349 0.0394 0.119
H -2.975429 4.844818 -0.944813 0.0906 0.0240 0.0034 0.106
H -2.570662 1.690402 -3.728117 0.0932 0.0071 -0.0121 0.107
H -0.125360 -4.739082 -2.692616 0.0234 0.0904 0.0060 0.126
H -1.132890 2.118809 -2.823721 0.1082 0.0157 -0.0960 0.113
H -1.189742 -4.191584 1.112208 -0.0250 0.0423 0.0216 0.132
H -1.906870 1.638893 1.615253 0.0643 -0.0384 0.1110 0.116
H 4.428339 0.336019 3.521815 0.0065 -0.0433 0.0290 0.125
H 1.188847 -3.275048 1.674512 -0.0781 0.0702 0.0062 0.126
H -2.586963 -0.166013 -2.437326 -0.0645 -0.0058 0.0532 0.101
H 4.062462 0.013589 -0.613505 0.0393 -0.0592 -0.1035 0.088
H -0.907620 3.072153 1.368508 0.0077 -0.0441 0.0382 0.119
H 4.411013 1.672602 -0.144256 0.0599 0.0212 -0.0504 0.088
H -2.482621 -2.553019 -1.132814 -0.0246 -0.0376 0.0491 0.114
H -0.280267 2.302952 -0.884861 -0.0736 -0.0749 0.0800 0.124
H -2.807492 3.940897 -3.105400 -0.0949 0.0061 -0.0203 0.107
H -3.990891 2.998622 -2.208624 -0.0622 0.0174 -0.0287 0.112
H 2.891539 -2.289182 0.397968 -0.0291 0.0748 -0.0762 0.135
H -0.516101 -0.100142 -1.394412 -0.0062 -0.0614 0.0655 0.115
H -1.770618 -2.510119 1.220060 -0.0166 -0.0067 0.0276 0.119
H 3.813036 2.291340 2.256774 -0.0255 0.0377 -0.0586 0.124
H 1.428811 -3.347375 -1.288306 0.0541 -0.0423 -0.0410 0.120
H -3.567902 2.398792 0.086702 -0.0996 0.0166 0.0362 0.097
H -3.100301 3.781068 1.047514 -0.0580 -0.0677 -0.0110 0.107
H 1.771505 -1.129631 -0.360184 0.0190 -0.0598 0.0187 0.126
H -1.673921 -0.295863 -0.086878 0.0886 -0.1266 0.0698 0.103